(1)
Entry from the OMol25 dataset: a cluster of 2 separate species, CH6N2S in total in a non-equilibrium geometry (ωB97M-V/def2-TZVPD).

Bonds (Å) are listed after each position.
Element x y z (Å)
1 C 1.012 -1.384 -0.155  S4 1.876, H5 1.077, H6 1.063, H7 1.046
2 N 1.185 1.210 -0.750  S4 1.545, H8 1.014
3 N -2.447 0.489 0.451  H9 1.077, H10 1.060
4 S 0.434 0.346 0.287  C1 1.876, N2 1.545
5 H 0.120 -1.874 -0.508  C1 1.077
6 H 1.575 -1.692 0.692  C1 1.063
7 H 1.584 -1.207 -1.011  C1 1.046
8 H 1.011 2.201 -0.625  N2 1.014
9 H -2.600 0.602 1.511  N3 1.077
10 H -1.873 1.311 0.108  N3 1.060

Computed properties:
- energy relative to the best compared isomer or geometry (same formula, charge and spin) (kJ/mol) = 374.0
- maximum force (eV/A) = 2.86
- charge = 0
- HOMO energy (spin up / spin down) (Ha) = -0.352 / -0.288
- lowest unoccupied orbital energy (spin up / spin down) (hartree) = 0.0025 / -0.0139


(2)
Entry from the OMol25 dataset: a cluster of 2 separate species, CH6N2S in total in a non-equilibrium geometry (ωB97M-V/def2-TZVPD).

Bonds (Å) are listed after each position.
Element x y z (Å)
1 S 2.568 1.584 0.194  H2 1.277, H7 1.561
2 H 3.314 0.552 0.288  S1 1.277
3 N -0.227 0.823 0.020  C4 1.331, H6 1.017
4 C -0.631 -0.347 -0.469  N3 1.331, N5 1.316, H8 1.057
5 N -1.653 -1.087 -0.095  C4 1.316, H9 1.106, H10 1.066
6 H -0.912 1.501 0.345  N3 1.017
7 H 1.131 1.012 0.408  S1 1.561
8 H 0.061 -0.769 -1.147  C4 1.057
9 H -1.758 -2.117 -0.485  N5 1.106
10 H -1.894 -1.153 0.942  N5 1.066

Computed properties:
- SMILES string = [H]/N=C\N.S
- energy relative to the best compared isomer or geometry (same formula, charge and spin) (kJ/mol) = 160.4
- maximum force (eV/A) = 5.41
- charge = 0
- HOMO energy (Ha) = -0.288
- lowest unoccupied orbital energy (hartree) = 0.0065


(3)
Entry from the OMol25 dataset: a cluster of 2 separate species, CH6N2S2 in total in a non-equilibrium geometry (ωB97M-V/def2-TZVPD).

Bonds (Å) are listed after each position.
Element x y z (Å)
1 S 1.836 1.260 0.013  S2 2.052, H3 1.341
2 S 1.156 -0.387 -1.004  S1 2.052, H4 1.353
3 H 2.389 1.896 -1.030  S1 1.341
4 H -0.010 0.054 -1.530  S2 1.353
5 N -1.694 0.246 1.359  C6 1.384, H8 1.019, H9 1.009
6 C -2.456 -0.810 0.891  N5 1.384, N7 1.276, H10 1.088
7 N -2.190 -1.451 -0.180  C6 1.276, H11 1.020
8 H -1.471 0.056 2.335  N5 1.019
9 H -0.825 0.366 0.858  N5 1.009
10 H -3.314 -1.076 1.505  C6 1.088
11 H -2.726 -2.318 -0.155  N7 1.020

Computed properties:
- SMILES string = [H]/N=C/N.SS
- energy relative to the best compared isomer or geometry (same formula, charge and spin) (kJ/mol) = 35.8
- maximum force (eV/A) = 1.05
- charge = 0
- HOMO energy (Ha) = -0.346
- lowest unoccupied orbital energy (hartree) = 0.0184


no.,total energy (eV)
1,-14945.7109
2,-14947.9243
3,-25784.5376